Arrangement one

The following is a quantum chemistry calculation of a cluster of 2 separate species, C2H8IN2 in total, from OMol25.

XYZ file:
```
13
C2H8IN2 | OMol25 | ωB97M-V with the def2-TZVPD basis set
I -2.513 -0.053 0.075
N 0.215 -1.523 -0.153
N -0.047 0.873 -1.276
C 0.262 0.848 1.120
C -0.413 0.368 -0.113
H 0.858 1.312 -1.382
H -0.022 -1.972 0.728
H 1.226 -1.557 -0.274
H -0.131 1.842 1.348
H -0.232 -2.029 -0.915
H -0.590 0.739 -2.117
H 0.051 0.218 1.979
H 1.337 0.933 0.981
```

LUMO ... -3.99 eV
Spin multiplicity ... 1
HOMO ... -0.5221 Ha
Total charge ... +1


Arrangement two

The following is a quantum chemistry calculation of a cluster of 2 separate species, C2H8IN2 in total, from OMol25.

XYZ file:
```
13
C2H8IN2 | OMol25 | ωB97M-V with the def2-TZVPD basis set
I -1.739 -2.088 2.978
N -0.198 0.500 -0.188
N -0.386 -0.589 2.703
C 0.524 0.326 -2.457
C 0.700 0.106 -1.027
H 0.193 -0.834 3.475
H -0.861 0.270 2.788
H -0.237 -0.355 -2.838
H -1.049 1.164 -0.174
H 1.516 0.219 -2.965
H -0.110 1.217 -2.566
H 0.026 0.443 0.792
H 1.623 -0.378 -0.519
```

LUMO ... -4.93 eV
Spin multiplicity ... 1
HOMO ... -0.4564 Ha
Total charge ... +1


Energies relative to the minimum, kcal/mol: arrangement one 0.0; arrangement two 36.8